The following is a DFT calculation (ωB97M-V/def2-TZVPD) of a molecular structure, C33H47FN5O3OsP in a non-equilibrium geometry.

Element x y z (Å)
Os  -22.05493  1.96540  12.38495
C  -17.57458  4.48324  6.95349
C  -18.19260  3.13816  6.92949
N  -18.57430  2.71682  8.28961
C  -19.79824  3.13335  8.71262
C  -20.26222  2.71695  9.94528
C  -21.42467  3.27138  10.55528
O  -22.38825  3.70875  9.67165
O  -21.49939  3.84328  11.70352
C  -19.52943  1.86416  10.84967
O  -19.97272  1.44094  12.03535
C  -18.21758  1.51925  10.39572
C  -17.38702  0.69643  11.21732
C  -16.18023  0.29277  10.67346
F  -15.63608  -0.85462  11.24174
C  -15.66231  0.71040  9.38493
C  -16.49332  1.55260  8.58208
C  -17.76993  1.92270  9.07753
N  -14.37073  0.33466  9.00920
C  -13.21245  0.22387  9.88472
C  -12.54135  -1.12635  9.58342
N  -12.20574  -1.25845  8.10442
C  -12.47601  0.05236  7.37951
C  -13.92832  0.58031  7.66129
H  -16.86117  4.62535  6.13692
H  -16.95431  4.71646  7.87281
H  -18.28796  5.27798  6.83350
H  -17.54211  2.38706  6.41816
H  -19.17512  3.04703  6.37596
H  -20.40480  3.74647  8.04426
H  -17.64803  0.35556  12.20795
H  -16.11777  1.87331  7.62721
H  -13.47096  0.24692  10.94787
H  -12.54707  1.05700  9.65956
H  -13.10752  -1.99828  9.86925
H  -11.59234  -1.15397  10.12693
H  -12.79255  -2.00207  7.69554
H  -11.22493  -1.43292  7.89274
H  -12.39375  -0.18392  6.26571
H  -11.69310  0.82084  7.67522
H  -14.58250  0.13589  6.96616
H  -13.92987  1.65983  7.35640
C  -23.08916  2.52384  15.68643
C  -24.38550  2.33414  14.86979
C  -25.37661  1.57005  15.71384
C  -25.01098  3.73846  14.48811
P  -24.03740  1.30927  13.26661
C  -23.50518  -0.44528  13.55519
C  -24.33585  -1.36871  14.14229
C  -23.91369  -2.66259  14.14944
C  -22.69977  -3.07922  13.58651
C  -21.86238  -2.17634  13.01477
C  -22.29989  -0.82341  12.94245
C  -25.49236  1.15900  11.85707
C  -25.55400  2.46757  11.10077
C  -26.79315  0.81440  12.57945
C  -25.12184  0.00030  10.93569
H  -23.37975  3.17903  16.56752
H  -22.31810  2.95172  15.08396
H  -22.66143  1.57534  16.02586
H  -25.60894  2.07985  16.63192
H  -25.09678  0.57020  15.99212
H  -26.33519  1.40654  15.19411
H  -25.27308  4.25981  15.39564
H  -25.92267  3.62998  13.84315
H  -24.32173  4.37306  13.91220
H  -25.29258  -1.05861  14.58967
H  -24.59300  -3.42115  14.49417
H  -22.39062  -4.07819  13.69400
H  -20.93842  -2.48165  12.58292
H  -21.61486  -0.06704  12.45212
H  -26.10684  3.20752  11.76186
H  -26.20654  2.31104  10.19403
H  -23.36340  2.46464  11.34816
H  -27.30593  1.76437  12.91173
H  -26.64425  0.21079  13.47164
H  -27.47640  0.21887  11.92714
H  -24.13579  0.14840  10.50275
H  -25.85799  0.00409  10.13595
H  -25.22731  -0.92012  11.47059
C  -23.53131  5.03867  7.88411
N  -24.35280  4.49828  8.97936
C  -25.71240  4.95556  9.11309
C  -23.71373  3.74949  9.85583
N  -24.19670  2.92265  10.75175
H  -22.86404  5.85465  8.17467
H  -24.17215  5.39586  7.07726
H  -22.87791  4.25548  7.50560
H  -26.02917  5.59296  8.33582
H  -25.84435  5.60455  10.02401
H  -26.39388  4.13291  9.20707

Values from the calculation:
- Energy relative to the best compared isomer or geometry (same formula, charge and spin): 0.227 eV
- Charge: +4
- Spin multiplicity: 5
- Electronic energy: -2315.4987 a.u.
- Kohn-Sham gap (spin up / spin down): 6.79 / 5.41 eV

The following is a DFT calculation (ωB97M-V/def2-TZVPD) of a molecular structure, C33H47FN5O3OsP in a non-equilibrium geometry.

Element x y z (Å)
Os  11.85267  8.27260  13.94880
C  16.94045  6.05144  19.50639
C  15.85737  5.22234  18.90990
N  14.88473  6.00530  18.18181
C  15.20201  6.30720  16.90075
C  14.22903  6.78300  15.99442
C  14.59077  7.23997  14.65832
O  15.66173  6.95713  14.16752
O  13.73443  8.08815  14.07666
C  12.82810  6.82460  16.42286
O  11.89840  6.85284  15.51325
C  12.58471  6.70058  17.79221
C  11.32705  7.16716  18.24793
C  11.10704  7.11994  19.60859
F  9.88987  7.50431  20.07979
C  12.11449  6.75167  20.51860
C  13.37998  6.35353  20.02847
C  13.60577  6.31406  18.66412
N  11.90477  6.80026  21.92391
C  10.58452  6.68535  22.51972
C  10.56709  6.05066  23.87391
N  11.78242  6.33866  24.68330
C  12.54088  7.56479  24.19959
C  12.95842  7.30540  22.76200
H  17.58533  5.38419  20.07125
H  16.55720  6.80701  20.22342
H  17.55216  6.62699  18.82255
H  15.30317  4.65463  19.65406
H  16.25647  4.51925  18.20954
H  16.24992  6.14398  16.58070
H  10.61817  7.41155  17.48191
H  14.08392  6.09962  20.82394
H  9.94043  6.06651  21.85494
H  10.09141  7.65833  22.56359
H  10.40826  4.97065  23.78142
H  9.65819  6.42751  24.43407
H  12.36646  5.48998  24.79994
H  11.47094  6.59043  25.67283
H  13.38363  7.64114  24.91260
H  11.87108  8.40853  24.30294
H  13.87674  6.72278  22.78734
H  13.36048  8.25882  22.34044
C  13.64964  11.25262  14.41176
C  13.52077  11.18380  12.87214
C  13.17467  12.64360  12.39966
C  14.81231  10.70765  12.11442
P  11.96637  10.06725  12.48202
C  10.59728  11.22446  12.94948
C  10.01638  12.11269  11.97416
C  8.93526  12.89864  12.29040
C  8.34120  12.83875  13.57500
C  8.87529  11.97404  14.48301
C  10.02662  11.23071  14.23592
C  11.86227  9.44773  10.68930
C  12.37786  7.96917  10.57108
C  12.61590  10.34192  9.64536
C  10.34204  9.38771  10.35881
H  14.49091  11.96620  14.69478
H  14.09087  10.30784  14.76321
H  12.76064  11.51749  14.99845
H  14.06371  13.27923  12.73720
H  12.35576  13.06264  12.99410
H  13.03993  12.75171  11.32861
H  15.65679  11.26335  12.49172
H  14.75861  10.84322  11.01967
H  14.96010  9.63259  12.31506
H  10.42997  12.16964  10.94338
H  8.53086  13.70787  11.67408
H  7.57673  13.54076  13.83508
H  8.34429  11.87409  15.45970
H  10.39579  10.57776  14.96202
H  13.38618  7.76867  10.99882
H  12.42067  7.63804  9.48317
H  11.72611  7.27210  11.02219
H  13.69486  10.37444  9.75489
H  12.25523  11.40396  9.68110
H  12.40402  9.88793  8.66676
H  9.78182  8.82244  11.09426
H  10.27286  8.91643  9.37974
H  9.87932  10.39717  10.26205
C  7.92105  5.85273  14.41922
N  7.80301  7.28198  14.44308
C  6.49635  7.83987  14.50117
C  8.86401  8.07533  14.34377
N  10.07339  8.17070  14.18626
H  7.68666  5.40265  15.42972
H  8.92163  5.59991  14.24057
H  7.28552  5.40078  13.63531
H  5.70187  7.29764  13.91498
H  6.53280  8.85995  14.21764
H  6.20417  7.77646  15.53287

Values from the calculation:
- Energy relative to the best compared isomer or geometry (same formula, charge and spin): 0.000 eV
- Charge: +4
- Spin multiplicity: 5
- Electronic energy: -2315.5071 a.u.
- Kohn-Sham gap (spin up / spin down): 6.84 / 3.08 eV